Entry 1:
Density functional theory data (ωB97M-V/def2-TZVPD) for 2 unconnected molecules or ions with the total composition C3H11N2O.

Element x y z (Å)
1 H 1.8303 -0.5265 -1.9185
2 H -1.8060 -0.7452 3.7820
3 H 1.3592 1.5812 -0.6420
4 H -2.1359 0.5759 2.6338
5 H 0.7210 1.7051 -2.8136
6 C -1.4497 -0.2550 2.8662
7 H -0.4289 -0.9828 1.2127
8 H -0.4929 0.2285 3.0719
9 H 0.1040 -0.9269 -1.8132
10 N -1.2843 -1.1957 1.7824
11 H -0.3439 1.1408 -0.5437
12 H -2.0964 -1.2764 1.2039
13 O 0.9582 -0.0096 0.5919
14 C 0.8271 -0.1066 -1.8245
15 C 0.6858 0.6929 -0.5269
16 H 1.0209 0.4357 -3.8123
17 N 0.5051 0.7338 -3.0056

Values from the calculation:
DFT total energy = -305.6276 a.u.
Gap between HOMO and LUMO = 7.176 eV
F_max = 0.93 eV/Å
HOMO energy = -2.720 eV
Energy above the lowest of the compared OMol25 structures with the same formula, charge and spin = 0.536 eV
Net charge = -1



Entry 2:
Density functional theory data (ωB97M-V/def2-TZVPD) for 2 unconnected molecules or ions with the total composition ClH3NOP.

Element x y z (Å)
1 N 0.2314 0.0501 -0.1218
2 H 0.4387 -0.8786 0.1884
3 H -0.3829 0.1688 -0.8683
4 H 0.4958 0.8037 0.4442
5 O 3.3557 -1.6889 0.5183
6 P 3.4824 -0.8110 -0.6191
7 Cl 4.0370 1.1225 0.1442

Values from the calculation:
DFT total energy = -933.3709 a.u.
Gap between HOMO and LUMO = 8.942 eV
F_max = 1.74 eV/Å
HOMO energy = -9.864 eV
Energy above the lowest of the compared OMol25 structures with the same formula, charge and spin = 0.638 eV



Entry 3:
Density functional theory data (ωB97M-V/def2-TZVPD) for 3 unconnected molecules or ions with the total composition C26H51O12P3S.

Element x y z (Å)
1 H 6.8709 5.0987 0.9187
2 H 1.6042 8.0091 -1.9442
3 C 1.9766 -9.2049 1.2544
4 H 1.1330 5.4071 -2.7734
5 C 0.7472 0.1864 -0.9274
6 H 4.3282 9.2672 -1.3218
7 H -3.6172 2.5602 -3.2396
8 H -1.1191 1.7158 -1.0109
9 O 4.8964 6.3889 -0.5089
10 H 1.6909 -0.4292 0.9209
11 H -2.4783 -1.7630 -2.8552
12 H 0.7183 -7.2354 5.5932
13 H 1.7888 -4.0825 1.6151
14 O 1.1605 -8.0335 1.3079
15 H 0.9038 -10.1874 2.8505
16 H -5.1968 2.9271 0.4986
17 H 5.2650 4.5391 1.3400
18 P -3.3785 -1.2375 -0.5659
19 H 1.6511 -4.9886 5.9794
20 O 3.5164 4.5911 -1.5485
21 H 0.8884 1.0937 -1.5235
22 O -1.0323 2.1140 -3.6476
23 C 1.9337 -9.9995 2.5482
24 H 0.3632 -4.8712 4.7629
25 C -2.6908 -1.9905 0.9744
26 C 1.2681 0.4783 0.4849
27 H 4.5779 7.0535 1.4375
28 C -7.4528 0.0670 -0.7159
29 O 0.8302 -7.2156 3.5524
30 C 1.3517 -6.7867 4.8298
31 C -2.8855 0.5478 -0.7489
32 H -4.9572 1.4580 -3.3259
33 H 0.0809 -3.6999 1.6631
34 H 2.6921 2.8445 -2.1672
35 C 1.3530 -5.2765 4.9710
36 H -5.8494 -0.4269 -2.0578
37 O -3.0707 0.6214 -3.5934
38 C -5.8232 2.1087 0.1540
39 O 3.3602 6.9158 -2.1672
40 H 2.0493 -4.8117 4.2667
41 H 2.7336 8.5855 -3.1653
42 H -3.4987 -2.5849 1.4026
43 C 5.3691 6.6378 0.8133
44 H -2.7734 0.9171 0.2751
45 H 0.4816 0.8614 1.1383
46 S -1.5577 0.8541 -3.2042
47 H -7.3874 2.6329 1.5031
48 H -3.6944 2.4952 -1.0442
49 H 1.7007 3.7449 -1.0178
50 O 2.8358 -6.2132 1.5082
51 C 2.6628 8.1810 -2.1571
52 H -2.4063 -3.1177 -1.7559
53 O 0.4881 -5.6916 1.8349
54 C -3.0220 -2.2627 -2.0568
55 H 2.2493 4.6457 -3.8991
56 C 0.7223 -4.4508 -0.2327
57 H 2.4179 -9.4538 3.3622
58 H 3.1196 8.8054 -0.1307
59 H 2.0740 1.2150 0.4610
60 H -1.8830 -2.6926 0.7474
61 H 1.2816 -5.2831 -0.6587
62 O -0.7790 -0.2382 -3.6997
63 H -8.0711 -0.7514 -1.0645
64 C -7.8902 0.9004 0.3056
65 H 6.1762 5.5380 2.4873
66 P 1.6540 -6.7745 2.2055
67 C 0.8080 -4.4186 1.2776
68 H 1.1043 -3.5211 -0.6589
69 H 2.7792 10.1316 -1.2483
70 C -7.0779 1.9403 0.7304
71 H 1.5912 -9.8131 0.4369
72 H 6.1462 7.4010 0.7357
73 O 2.8294 5.7006 0.5620
74 C -3.9452 1.5595 -2.9420
75 H -2.3964 -1.2579 1.7255
76 H 2.4491 -10.9532 2.4295
77 H 0.7872 3.7836 -3.3805
78 H 3.0052 -8.9283 1.0045
79 C -6.2006 0.2440 -1.2817
80 H -3.9700 -2.6622 -2.4130
81 H -0.3160 -4.5755 -0.5474
82 O -0.6169 -0.2273 -0.9295
83 C -1.4839 0.7474 -1.3812
84 P 3.3317 6.0168 -0.7977
85 C -3.9597 1.4917 -1.3941
86 C 2.3490 3.8433 -1.8959
87 H 2.3609 -7.1862 4.9616
88 C 3.2568 9.1557 -1.1581
89 H -8.8556 0.7516 0.7739
90 C 1.5851 4.4523 -3.0572
91 C 5.9500 5.3816 1.4313
92 H 1.3901 -0.5688 -1.3805
93 C -5.3532 1.2583 -0.8411

Values from the calculation:
DFT total energy = -3346.4509 a.u.
Gap between HOMO and LUMO = 7.655 eV
F_max = 6.55 eV/Å
HOMO energy = -7.315 eV



Entry 4:
Density functional theory data (ωB97M-V/def2-TZVPD) for a molecular structure, C4H2HoO2.

Element x y z (Å)
1 C -0.0016 -0.1264 -0.2274
2 H -2.6812 -0.3172 -1.2504
3 O -3.2119 0.8685 0.4867
4 C -1.1778 0.1542 -0.4961
5 C 1.3008 -0.4085 0.2053
6 H 1.4174 -1.3120 0.8266
7 C -2.5628 0.0591 -0.0896
8 Ho 4.6662 0.7086 0.5111
9 O 2.2508 0.3737 0.0337

Values from the calculation:
DFT total energy = -1250.6877 a.u.
Gap between HOMO and LUMO (alpha / beta) = 9.182 / 5.606 eV
F_max = 4.89 eV/Å
HOMO energy (alpha / beta) = -23.535 / -21.194 eV
Energy above the lowest of the compared OMol25 structures with the same formula, charge and spin = 0.000 eV
2S+1 = 5
Net charge = +3



Entry 5:
Density functional theory data (ωB97M-V/def2-TZVPD) for a single C4H7ClS molecule.

Element x y z (Å)
1 H -1.9681 -1.3684 0.8144
2 C -0.8003 -1.0322 1.0606
3 H -0.5894 0.0445 1.5153
4 S -0.5412 1.8960 -1.7148
5 C -0.0114 -1.3075 -0.0830
6 Cl -0.5290 -1.9835 2.6081
7 H 1.2578 -0.4733 -1.7413
8 H -0.6808 3.3278 -1.1600
9 H 0.3839 1.1888 0.5700
10 H 1.9848 1.4198 -0.4120
11 H 0.0740 -2.3773 -0.2027
12 C 0.7741 1.0352 -0.4781
13 C 0.6457 -0.3698 -0.7765

Values from the calculation:
DFT total energy = -1014.8743 a.u.
Gap between HOMO and LUMO = 9.683 eV
F_max = 5.24 eV/Å
HOMO energy = -9.424 eV
Energy above the lowest of the compared OMol25 structures with the same formula, charge and spin = 2.574 eV



Entry 6:
Density functional theory data (ωB97M-V/def2-TZVPD) for 8 unconnected molecules or ions with the total composition C29H44BF2N7O2Si.

Element x y z (Å)
1 C 0.2323 4.5428 -5.1752
2 H 0.1942 2.0499 -2.1255
3 C 1.1610 2.2446 1.4151
4 H 0.6017 -4.7883 0.1556
5 H -1.5389 -2.6173 3.4551
6 N -2.1005 -0.0740 -2.6612
7 C -0.5865 1.2727 3.1355
8 C -0.0667 2.5212 2.3263
9 H -3.5949 -5.4682 -0.1208
10 C -1.1088 -2.6342 2.4306
11 C -0.5941 5.4408 -6.0123
12 C 2.0999 6.4552 0.4621
13 H -0.8883 2.9829 1.7074
14 C -0.3875 1.8901 -3.0339
15 H -3.5140 -1.3430 3.4718
16 N 1.2162 8.3477 -1.1346
17 H 1.8795 -2.9591 4.0284
18 C -4.0794 -5.9864 0.7057
19 H 1.5585 -8.3702 3.0330
20 H -3.5965 -2.5186 -1.3506
21 H 2.6256 2.0192 3.3153
22 C 2.0260 -1.9459 3.5746
23 H 3.0754 0.2826 0.5456
24 H -0.4014 -4.8157 2.4950
25 C 4.2572 -0.2883 2.2973
26 O 3.8318 -1.8928 5.1277
27 H 0.0137 5.8491 -6.8233
28 N -5.9037 -4.6360 -1.8643
29 H 5.3780 -0.2108 2.2211
30 C 3.5801 0.8221 1.3880
31 H 2.1138 5.5033 -0.0646
32 H 3.5301 3.8682 -7.9776
33 C -0.6184 -1.5064 0.2276
34 H 4.1956 5.2150 -8.9237
35 H -4.0334 0.4609 3.5276
36 H -0.6594 -0.6348 -0.4683
37 C 3.3292 -1.3412 4.1874
38 H -4.7130 -1.7672 -2.5070
39 H -3.4984 0.4142 0.3352
40 H 3.9418 5.3976 -7.1761
41 H -5.1595 -5.9058 0.5907
42 H -3.4118 1.9958 1.1835
43 C -4.1808 -2.6835 -2.2562
44 H 1.1065 -1.3524 3.8124
45 N 0.8753 3.8471 -4.5254
46 C 2.1768 5.4525 -8.3399
47 H 1.8903 -6.7056 3.5531
48 H -1.1121 1.6854 4.0462
49 O 3.9426 -0.1779 3.7041
50 C 1.6018 7.5218 -0.4377
51 C -1.3532 0.7833 -2.8238
52 C 3.5473 4.9519 -8.0885
53 H -2.6793 -0.1721 4.5583
54 C 0.0911 -3.8760 0.5541
55 C 1.9122 -7.0022 1.4580
56 C 1.3862 -7.3186 2.8064
57 C -0.4682 -3.8816 1.8974
58 N 1.1138 5.8398 -8.5337
59 N 2.3194 -6.7576 0.4137
60 C -5.1494 -3.7863 -2.0356
61 B 2.4969 1.7268 2.1693
62 H -0.9816 6.2599 -5.4062
63 H -0.9210 2.8042 -3.2793
64 H -1.4303 4.8861 -6.4376
65 H 1.4497 6.3707 1.3319
66 H 2.0762 -2.0641 2.4602
67 H -3.7959 -7.0384 0.6817
68 H 3.1101 6.6933 0.7945
69 H -3.5060 -2.9371 -3.0725
70 C -3.1950 -0.2776 3.5595
71 C -2.7825 1.1492 0.8076
72 C -3.6622 -5.3769 1.9875
73 C 0.0095 -2.7096 -0.3128
74 H 0.3159 -7.1171 2.8430
75 H 4.3720 1.5032 0.9790
76 H -2.0879 1.4661 -0.0121
77 F 0.8338 1.4219 0.3123
78 H 0.2159 0.5985 3.5302
79 C -1.1586 -1.4249 1.5848
80 H 4.0130 -1.3150 1.9095
81 H 0.4264 -2.6788 -1.3401
82 H 0.2428 3.3208 3.0537
83 Si -1.9057 0.2280 2.2149
84 F 1.5131 3.5066 0.8332
85 N -3.3425 -4.8792 2.9704
86 H 0.2873 1.6430 -3.8489

Values from the calculation:
DFT total energy = -2179.1707 a.u.
Gap between HOMO and LUMO = 8.665 eV
F_max = 2.88 eV/Å
HOMO energy = -8.986 eV



- Which of these has the lowest DFT total energy?
  C26H51O12P3S